# 1
Molecular formula: C10H16O
Method: DFT, ωB97M-V/def2-TZVPD

Results
SMILES: Cc1ccc(O)cc1.CCC
LUMO energy, eV: 0.79
Energy relative to the best compared isomer or geometry (same formula, charge and spin), kcal/mol: 72.1
Energy, hartree: -465.782945
F_max, eV Å⁻¹: 4.414
Total charge: 0

Last column: natural (NBO) charge in e.
Positions of all 27 atoms, in Å:
1 C -2.0512 -2.2990 0.3586  -0.636
2 C -0.8733 -1.5893 1.0416  -0.044
3 C -1.0955 -0.6620 2.1682  -0.185
4 C -0.0856 0.2031 2.4547  -0.265
5 C 1.2342 -0.1020 1.8870  0.300
6 O 2.1989 0.7550 2.4168  -0.686
7 C 1.5250 -1.1010 0.9133  -0.316
8 C 0.3782 -1.8862 0.6020  -0.197
9 H -1.7733 -3.3104 0.0946  0.218
10 H -2.2882 -1.6218 -0.4977  0.221
11 H -3.0194 -2.4526 0.8786  0.217
12 H -2.0773 -0.6221 2.5672  0.214
13 H -0.2741 1.2588 2.9148  0.242
14 H 2.9307 0.8451 1.7482  0.476
15 H 2.4975 -1.2829 0.3750  0.231
16 H 0.5647 -2.7790 -0.0437  0.212
17 C 0.3810 2.7372 -1.6105  -0.601
18 C 0.5971 1.3399 -2.3197  -0.384
19 C -0.2610 0.3129 -1.5764  -0.625
20 H 0.1713 2.7037 -0.5461  0.204
21 H -0.3902 3.2050 -2.0954  0.197
22 H 1.3194 3.3846 -1.8706  0.194
23 H 0.3217 1.5252 -3.4740  0.197
24 H 1.6199 1.0631 -2.2278  0.187
25 H 0.3577 -0.4899 -1.5800  0.212
26 H -0.5840 0.5962 -0.5735  0.213
27 H -1.3243 0.2682 -2.0050  0.204



# 2
Molecular formula: C27H28NO3
Method: DFT, ωB97M-V/def2-TZVPD

Results
SMILES: COc1ccc(/C=C/[C@@H](C/C(=[NH+]/C(C)=O)c2ccccc2)c2ccc(OC)cc2)cc1
LUMO energy, eV: -5.17
Energy relative to the best compared isomer or geometry (same formula, charge and spin), kcal/mol: 48.0
Energy, hartree: -1325.769270
F_max, eV Å⁻¹: 2.467
Total charge: +1

Last column: natural (NBO) charge in e.
Positions of all 59 atoms, in Å:
1 C 10.4868 -7.6845 4.8954  -0.265
2 O 9.2326 -7.4564 5.5530  -0.478
3 C 8.1616 -7.2005 4.7478  0.344
4 C 6.9080 -7.0800 5.4008  -0.257
5 C 5.7781 -6.7068 4.7007  -0.146
6 C 5.8332 -6.5418 3.2918  -0.144
7 C 4.6707 -6.1540 2.5273  -0.109
8 C 4.6534 -5.5368 1.3013  -0.256
9 C 3.3671 -5.4593 0.4676  -0.094
10 C 2.3881 -3.9265 0.5705  -0.586
11 C 1.1818 -3.2344 -0.0326  0.525
12 N -0.1009 -3.5008 0.4119  -0.631
13 C -1.1760 -3.7911 -0.4536  0.694
14 C -2.3762 -4.2117 0.3168  -0.726
15 O -1.0591 -3.7293 -1.6629  -0.515
16 C 1.2064 -2.0272 -0.8978  -0.189
17 C 2.3217 -1.6703 -1.7290  -0.057
18 C 2.3031 -0.5173 -2.5261  -0.242
19 C 1.2107 0.3486 -2.5470  -0.114
20 C 0.1249 0.0402 -1.7461  -0.220
21 C 0.1548 -1.0735 -0.9001  -0.093
22 C 3.6567 -5.8147 -0.9583  -0.138
23 C 2.6839 -6.5581 -1.6271  -0.168
24 C 2.8167 -6.8577 -2.9783  -0.241
25 C 3.8739 -6.2879 -3.7324  0.329
26 O 3.8314 -6.4466 -5.0929  -0.478
27 C 4.8110 -5.7167 -5.8311  -0.260
28 C 4.9436 -5.6746 -3.0244  -0.318
29 C 4.8147 -5.4213 -1.6484  -0.130
30 C 7.0815 -6.6766 2.6381  -0.144
31 C 8.2158 -7.0708 3.3344  -0.304
32 H 11.1510 -7.8933 5.7357  0.213
33 H 10.4610 -8.5597 4.2109  0.186
34 H 10.8486 -6.7958 4.3363  0.184
35 H 6.8953 -7.2047 6.4802  0.236
36 H 4.8096 -6.6861 5.1977  0.216
37 H 3.7381 -6.0961 3.0904  0.195
38 H 5.6518 -5.3003 0.8715  0.212
39 H 2.6688 -6.1382 0.9078  0.214
40 H 3.2583 -3.3772 0.1286  0.249
41 H 2.4002 -3.9874 1.7235  0.289
42 H -0.1246 -4.0681 1.2247  0.409
43 H -2.3475 -3.8386 1.3382  0.230
44 H -3.2771 -3.8656 -0.1846  0.271
45 H -2.3894 -5.2992 0.3217  0.261
46 H 3.2013 -2.3168 -1.7703  0.216
47 H 3.1667 -0.2269 -3.1191  0.235
48 H 1.1730 1.2433 -3.1710  0.240
49 H -0.7425 0.6643 -1.6920  0.236
50 H -0.6425 -1.2373 -0.1942  0.216
51 H 1.7707 -6.8352 -1.1012  0.210
52 H 2.0318 -7.3965 -3.5157  0.237
53 H 4.5220 -5.8987 -6.8581  0.213
54 H 4.7941 -4.6336 -5.6319  0.181
55 H 5.8225 -6.1059 -5.6517  0.183
56 H 5.8022 -5.2852 -3.5844  0.230
57 H 5.5876 -4.8151 -1.1673  0.209
58 H 7.1251 -6.6245 1.5477  0.213
59 H 9.1606 -7.1896 2.8071  0.229